62
Properties=species:S:1:pos:R:3:nbo_charge:R:1 method="wB97M-V/def2-TZVPD" e_tot_ev=-28873.2702 gap_ev=9.8 homo_energy_ev=-9.2 smiles="CCC[C@@H](C)[C@H]1CCNC1=O.COC[C@@H](C)N.COC[C@@H](C)N" lumo_ev=0.596 multiplicity=1 e_above_lowest_kj_mol=0.0
C 4.63 -2.13 2.95 -0.606
C 3.14 -1.92 2.66 -0.403
C 2.86 -0.79 1.66 -0.390
C 2.77 -1.18 0.18 -0.211
C 2.87 0.10 -0.67 -0.602
C 3.75 -2.24 -0.26 -0.335
C 3.43 -3.06 -1.51 -0.399
C 4.70 -3.94 -1.59 -0.216
N 5.79 -3.01 -1.23 -0.662
C 5.18 -1.84 -0.64 0.703
O 5.74 -0.76 -0.56 -0.552
H 5.10 -2.80 2.23 0.189
H 5.17 -1.19 2.89 0.211
H 4.79 -2.57 3.93 0.210
H 2.63 -1.70 3.59 0.207
H 2.73 -2.85 2.27 0.190
H 3.61 0.00 1.80 0.201
H 1.90 -0.35 1.93 0.209
H 1.75 -1.55 0.02 0.211
H 3.63 0.76 -0.28 0.222
H 3.11 -0.11 -1.71 0.204
H 1.93 0.64 -0.64 0.205
H 3.94 -3.02 0.48 0.221
H 2.58 -3.72 -1.34 0.217
H 3.37 -2.47 -2.42 0.212
H 4.83 -4.38 -2.57 0.200
H 4.66 -4.75 -0.86 0.175
H 6.43 -3.38 -0.55 0.387
C -1.45 -2.95 -0.27 -0.249
O -1.25 -1.55 -0.27 -0.551
C -1.42 -0.91 -1.52 -0.074
C -2.88 -0.61 -1.90 -0.081
C -3.67 -1.83 -2.36 -0.614
N -3.60 0.05 -0.81 -0.829
H -1.12 -3.40 -1.21 0.168
H -2.50 -3.20 -0.10 0.168
H -0.87 -3.37 0.55 0.188
H -0.89 0.04 -1.43 0.187
H -0.92 -1.49 -2.31 0.163
H -2.84 0.09 -2.74 0.191
H -3.98 -2.45 -1.52 0.202
H -4.58 -1.51 -2.87 0.222
H -3.09 -2.45 -3.04 0.203
H -3.14 0.93 -0.59 0.354
H -3.49 -0.51 0.02 0.354
C -2.49 5.59 -0.53 -0.248
O -2.66 4.21 -0.23 -0.550
C -2.99 3.92 1.11 -0.072
C -4.48 4.07 1.47 -0.082
C -4.93 5.52 1.63 -0.614
N -5.35 3.40 0.50 -0.824
H -2.05 6.13 0.31 0.168
H -3.44 6.06 -0.80 0.166
H -1.82 5.66 -1.39 0.190
H -2.72 2.87 1.25 0.178
H -2.36 4.51 1.80 0.164
H -4.61 3.58 2.43 0.187
H -5.08 6.01 0.67 0.202
H -5.89 5.55 2.15 0.221
H -4.21 6.10 2.21 0.202
H -5.12 2.41 0.48 0.358
H -5.10 3.74 -0.43 0.354